# 1
Below is C18H21F6N2OPSe2Sr as an isolated structure, with properties calculated with wB97M-V/def2-TZVPD.

```
52
Properties=species:S:1:pos:R:3:lowdin_charge:R:1
Sr 0.774 -0.155 0.969 1.091
Se 3.567 0.703 -0.025 0.194
P 2.798 2.713 0.155 0.077
Se 0.706 2.922 0.678 0.189
C 3.837 3.602 1.357 -0.414
C 3.308 4.197 2.493 -0.110
C 4.147 4.852 3.387 -0.080
C 5.509 4.917 3.142 -0.085
C 6.040 4.325 2.001 -0.078
C 5.209 3.667 1.113 -0.102
C 3.093 3.636 -1.386 -0.413
C 3.626 3.034 -2.517 -0.112
C 3.836 3.787 -3.667 -0.081
C 3.517 5.134 -3.684 -0.086
C 2.985 5.739 -2.551 -0.078
C 2.771 4.992 -1.406 -0.101
H 2.242 4.143 2.676 0.053
H 3.732 5.310 4.275 0.103
H 6.161 5.426 3.839 0.102
H 7.104 4.372 1.810 0.104
H 5.622 3.191 0.231 0.102
H 3.877 1.982 -2.493 0.052
H 4.251 3.315 -4.548 0.103
H 3.683 5.719 -4.580 0.102
H 2.736 6.792 -2.562 0.104
H 2.347 5.459 -0.524 0.103
N -1.215 -0.505 -0.813 -0.066
C -1.638 -1.914 -0.759 -0.261
C -0.470 -2.837 -1.054 -0.257
N 0.592 -2.677 -0.053 -0.052
H -1.991 0.100 -0.564 0.087
H -0.959 -0.252 -1.763 0.089
H -2.448 -2.133 -1.463 0.117
H -2.013 -2.111 0.245 0.095
H -0.053 -2.593 -2.036 0.115
H -0.847 -3.863 -1.108 0.117
H 1.397 -3.240 -0.297 0.088
H 0.261 -3.001 0.854 0.042
C -1.209 -1.180 4.826 0.018
C -0.743 -2.045 3.651 -0.509
O -0.286 -1.330 2.598 -0.403
C 0.395 -2.970 4.152 -0.556
F 0.042 -3.774 5.167 0.153
F 1.426 -2.221 4.581 0.147
F 0.879 -3.761 3.170 0.138
C -1.939 -2.905 3.174 -0.553
F -1.613 -3.705 2.133 0.130
F -2.461 -3.696 4.123 0.156
F -2.932 -2.109 2.736 0.140
H -0.379 -0.541 5.121 0.095
H -1.532 -1.772 5.681 0.095
H -2.030 -0.550 4.490 0.094
```

Output
E ... -6657.61993 hartree
Multiplicity ... 1
Energy above the lowest of the compared OMol25 structures with the same formula, charge and spin ... 0.000 eV
HOMO ... -0.30369 hartree

***

# 2
Below is C18H21FN6 as an isolated structure in a non-equilibrium geometry, with properties calculated with wB97M-V/def2-TZVPD.

```
46
Properties=species:S:1:pos:R:3:lowdin_charge:R:1
F 2.954 1.187 -3.751 0.086
N -0.791 -1.631 -2.070 0.193
N -2.940 -2.448 0.794 0.115
N -2.382 -0.144 0.685 0.227
C -0.168 -0.513 -1.925 -0.362
C -2.941 -1.207 1.261 -0.415
C -2.310 -2.670 -0.349 -0.033
C -1.595 -0.441 -0.280 -0.301
C 4.373 -2.085 -3.649 -0.092
C 3.380 -2.828 -3.020 -0.094
C 4.247 -0.743 -3.995 -0.020
C 2.196 -2.202 -2.826 -0.019
C 3.116 -0.128 -3.624 -0.269
C -1.514 -1.639 -0.927 -0.240
C 2.035 -0.839 -3.138 -0.117
N 0.884 -0.121 -2.644 0.150
N -3.569 -1.007 2.468 0.009
N -0.718 0.353 -0.952 0.131
C -2.147 -0.014 4.385 -0.105
C -3.404 0.067 3.470 -0.246
C -0.104 3.264 1.471 -0.191
C 0.897 2.236 1.936 -0.202
C -0.749 2.717 0.201 -0.132
C 0.952 1.134 0.853 -0.125
C 0.023 1.506 -0.308 -0.222
H -2.364 -3.546 -0.959 0.106
H 5.262 -2.701 -4.021 0.129
H 3.659 -3.786 -2.695 0.093
H 5.134 -0.242 -4.335 0.120
H 1.408 -2.692 -2.239 0.113
H 1.134 0.887 -2.438 0.149
H -4.032 -1.879 2.721 0.125
H -1.199 0.376 3.886 0.065
H -2.394 0.422 5.384 0.069
H -1.879 -1.101 4.565 0.077
H -4.430 0.067 4.043 0.139
H -3.282 0.986 2.838 0.098
H -0.808 3.500 2.294 0.116
H 0.493 4.163 1.232 0.110
H 1.849 2.786 2.016 0.109
H 0.562 1.914 2.911 0.087
H -0.634 3.415 -0.616 0.108
H -1.785 2.473 0.398 0.102
H 0.832 0.131 1.362 0.128
H 2.055 1.116 0.625 0.117
H 0.695 1.906 -1.038 0.113
```

Output
E ... -1126.86881 hartree
Multiplicity ... 1
HOMO ... -0.26656 hartree

***

# 3
Below is one molecule with the formula C18H21N3O5S in a non-equilibrium geometry, with properties calculated with wB97M-V/def2-TZVPD.

```
48
Properties=species:S:1:pos:R:3:lowdin_charge:R:1
C 2.161 -7.106 -1.713 -0.088
O 2.132 -6.574 -0.410 -0.081
C 1.587 -5.345 -0.220 -0.274
C 1.561 -4.888 1.100 0.004
C 1.039 -3.650 1.404 -0.024
C 0.525 -2.833 0.399 -0.160
C -0.042 -1.505 0.709 -0.375
N 0.539 -0.786 1.685 0.199
N -1.013 -1.145 -0.052 0.132
O -1.629 0.113 0.224 -0.042
C -2.280 0.233 1.378 -0.518
O -2.352 -0.610 2.232 0.125
C -2.973 1.591 1.473 -0.101
N -2.375 2.656 0.711 -0.268
C -2.726 2.765 -0.684 -0.084
S -0.769 2.985 1.120 0.723
O -0.732 4.316 1.647 -0.272
O -0.319 1.931 1.996 -0.290
C 0.188 2.987 -0.397 -0.277
C 0.379 4.198 -1.037 -0.061
C 1.124 4.243 -2.200 -0.025
C 1.684 3.084 -2.730 -0.264
C 2.468 3.133 -4.004 -0.045
C 1.491 1.880 -2.061 -0.015
C 0.747 1.827 -0.894 -0.033
C 0.537 -3.297 -0.911 -0.016
C 1.064 -4.536 -1.225 -0.010
H 2.622 -8.088 -1.620 0.093
H 1.153 -7.218 -2.124 0.096
H 2.763 -6.488 -2.387 0.095
H 1.954 -5.531 1.871 0.119
H 1.003 -3.337 2.437 0.114
H 1.243 -1.206 2.264 0.105
H 0.180 0.119 1.967 0.063
H -2.963 1.876 2.528 0.139
H -4.012 1.467 1.156 0.144
H -3.812 2.820 -0.769 0.097
H -2.361 1.924 -1.283 0.093
H -2.302 3.692 -1.064 0.085
H -0.045 5.088 -0.599 0.115
H 1.277 5.187 -2.703 0.116
H 2.996 4.078 -4.098 0.080
H 1.793 3.040 -4.856 0.088
H 3.185 2.318 -4.052 0.078
H 1.928 0.974 -2.453 0.117
H 0.611 0.897 -0.372 0.088
H 0.122 -2.671 -1.684 0.111
H 1.061 -4.861 -2.253 0.103
```

Output
E ... -1637.11184 hartree
Multiplicity ... 1
Energy above the lowest of the compared OMol25 structures with the same formula, charge and spin ... 3.466 eV
HOMO ... -0.31361 hartree
SMILES string ... COc1ccc(/C(N)=N/OC(=O)CN(C)S(=O)(=O)c2ccc(C)cc2)cc1

***

# 4
Below is one molecule with the formula C18H21N3O5S in a non-equilibrium geometry, with properties calculated with wB97M-V/def2-TZVPD.

```
48
Properties=species:S:1:pos:R:3:lowdin_charge:R:1
C 8.740 0.204 0.260 -0.063
C 7.625 -0.824 0.286 -0.225
O 6.379 -0.138 0.192 -0.016
C 5.292 -0.906 0.013 -0.438
O 5.349 -2.115 -0.061 0.098
C 4.069 -0.120 -0.069 -0.027
C 3.895 1.288 0.047 -0.269
C 4.922 2.338 0.250 -0.024
N 2.622 1.590 -0.049 0.140
N 1.952 0.438 -0.241 -0.043
C 0.556 0.490 -0.358 -0.185
C -0.145 -0.356 -1.210 -0.014
C -1.520 -0.258 -1.296 -0.025
C -2.214 0.692 -0.548 -0.221
N -3.604 0.727 -0.674 0.102
C -4.503 1.453 0.037 -0.533
O -4.248 2.301 0.857 0.086
C -5.953 1.131 -0.321 -0.360
S -6.264 -0.578 -0.854 0.904
C -5.997 -1.469 0.715 -0.352
C -4.545 -1.486 1.120 -0.613
O -4.106 -0.977 2.112 0.127
O -3.787 -2.146 0.237 0.080
C -1.507 1.555 0.287 0.016
C -0.135 1.450 0.377 0.011
C 2.784 -0.628 -0.251 -0.164
C 2.357 -2.043 -0.363 -0.005
H 9.701 -0.296 0.340 0.076
H 8.709 0.768 -0.669 0.077
H 8.629 0.898 1.090 0.076
H 7.708 -1.527 -0.551 0.126
H 7.641 -1.404 1.216 0.130
H 5.647 2.317 -0.562 0.082
H 4.439 3.310 0.287 0.079
H 5.461 2.160 1.179 0.082
H 0.375 -1.071 -1.826 0.108
H -2.063 -0.917 -1.959 0.118
H -3.994 0.054 -1.328 0.090
H -6.253 1.754 -1.166 0.089
H -6.591 1.369 0.530 0.093
H -6.599 -1.004 1.495 0.096
H -6.336 -2.486 0.520 0.088
H -2.856 -2.136 0.512 0.131
H -2.039 2.293 0.863 0.106
H 0.426 2.117 1.011 0.112
H 3.117 -2.669 0.096 0.078
H 2.276 -2.344 -1.408 0.092
H 1.397 -2.200 0.126 0.085
```

Output
E ... -1637.23920 hartree
Multiplicity ... 1
Energy above the lowest of the compared OMol25 structures with the same formula, charge and spin ... 0.000 eV
HOMO ... -0.30576 hartree
SMILES string ... CCOC(=O)c1c(C)nn(-c2ccc(NC(=O)CSCC(=O)O)cc2)c1C

***

# 5
Below is C18H21N5O3S as an isolated structure in a non-equilibrium geometry, with properties calculated with wB97M-V/def2-TZVPD.

```
48
Properties=species:S:1:pos:R:3:lowdin_charge:R:1
C 1.726 4.444 0.736 -0.139
H 2.414 4.016 -0.130 0.159
H 1.806 5.372 0.694 0.017
H 0.780 4.139 0.336 0.113
C 2.174 3.956 1.840 -0.287
C 2.058 2.486 2.025 -0.258
C 3.070 1.811 1.652 -0.027
C 3.187 0.234 1.371 0.056
C 2.009 -0.403 1.734 -0.152
C 0.786 0.337 2.199 0.034
C 1.037 1.608 2.503 -0.025
H 0.250 2.252 2.732 0.095
H -0.108 -0.077 2.321 0.054
N 1.852 -1.858 1.624 0.132
C 0.882 -2.628 1.638 -0.524
O -0.266 -2.264 2.439 -0.143
C 0.907 -3.903 1.058 -0.527
H 1.778 -3.931 0.426 0.080
H 1.256 -4.897 1.876 0.200
S -0.542 -4.548 0.447 1.032
C -0.817 -3.053 -0.527 -0.693
N -0.024 -2.048 -0.481 0.170
C -0.763 -1.180 -1.155 -0.131
C -2.150 -1.477 -1.228 0.061
N -1.922 -2.957 -0.971 -0.013
C -3.348 -3.708 -0.814 0.081
H -3.286 -4.385 -1.539 0.021
H -3.368 -4.115 0.296 0.121
H -4.215 -2.954 -1.009 0.114
C -3.191 -0.662 -1.960 -0.384
O -4.208 -1.052 -2.124 0.193
N -2.486 0.577 -2.441 0.011
C -1.284 0.952 -2.186 -0.452
O -0.960 2.209 -2.645 -0.081
N -0.368 0.183 -1.690 0.064
C 1.055 0.360 -1.393 0.028
H 1.265 0.965 -0.690 0.005
H 1.094 1.261 -2.109 0.137
H 1.668 -0.375 -1.529 0.041
C -3.422 1.535 -2.747 -0.097
H -3.328 1.840 -3.882 0.134
H -4.505 1.152 -2.719 0.112
H -3.501 2.528 -2.278 0.101
H 2.606 -2.013 1.019 0.124
H 4.071 -0.295 1.099 0.090
H 3.979 2.065 1.197 0.089
H 1.346 4.288 2.749 0.198
H 3.005 4.213 2.234 0.065
```

Output
E ... -1595.71313 hartree
Multiplicity ... 1
Energy above the lowest of the compared OMol25 structures with the same formula, charge and spin ... 14.904 eV
HOMO ... -0.31455 hartree